1.
Here is an isolated molecule of C5H8O2 from the Open Molecules 2025 dataset. Energies are from ωB97M-V/def2-TZVPD.

Each line ends with the Mulliken charge.
Positions of all 15 atoms, in Å:
O  -0.585  -1.643  -1.470  -0.304
C  -1.025  -1.551  -0.224  -0.863
C  1.366  -0.329  0.413  -1.353
C  0.131  0.558  0.536  0.977
O  0.074  1.383  1.669  -0.547
C  -0.609  1.025  -0.677  -0.973
C  -1.167  -0.117  0.143  0.175
H  -0.446  -2.585  -1.652  0.436
H  1.058  -1.359  0.197  0.362
H  1.867  -0.386  1.378  0.375
H  2.068  0.007  -0.357  0.312
H  0.640  2.149  1.499  0.367
H  -1.143  1.967  -0.581  0.321
H  -0.211  0.807  -1.664  0.233
H  -2.019  0.072  0.789  0.481

Net charge: 0
Energy above the lowest of the compared OMol25 structures with the same formula, charge and spin, kJ/mol: 366.1


2.
Here is an isolated molecule of C5H8O2 from the Open Molecules 2025 dataset. Energies are from ωB97M-V/def2-TZVPD.

Each line ends with the Mulliken charge.
Positions of all 15 atoms, in Å:
C  1.519  -0.601  0.129  -1.022
C  0.389  0.069  0.346  0.601
C  0.211  1.293  1.168  -1.279
C  -0.561  -0.096  -0.918  0.063
O  -0.217  -0.893  -2.003  -0.534
C  -1.517  -0.850  -0.001  -0.063
O  -2.388  -0.341  0.675  -0.527
H  2.418  -0.344  0.668  0.320
H  1.559  -1.529  -0.420  0.357
H  0.674  1.169  2.145  0.377
H  -0.847  1.489  1.348  0.351
H  0.605  2.192  0.692  0.282
H  -0.942  0.895  -1.198  0.346
H  0.560  -0.517  -2.434  0.369
H  -1.463  -1.936  -0.195  0.360

SMILES string: C=C(C)[C@@H](O)C=O
Net charge: 0
Energy above the lowest of the compared OMol25 structures with the same formula, charge and spin, kJ/mol: 227.1


3.
Here is an isolated molecule of C5H8O2 from the Open Molecules 2025 dataset. Energies are from ωB97M-V/def2-TZVPD.

Each line ends with the Mulliken charge.
Positions of all 15 atoms, in Å:
C  -0.655  0.242  -2.151  -0.686
C  1.052  0.238  0.367  -0.073
C  1.601  -0.537  1.493  -1.007
C  -0.347  0.683  0.631  -0.639
C  -1.226  -0.473  0.088  0.726
O  -1.801  -1.218  0.835  -0.541
O  -1.322  -0.633  -1.236  -0.322
H  -1.239  1.158  -2.286  0.265
H  0.359  0.466  -1.807  0.422
H  -0.614  -0.303  -3.095  0.260
H  0.893  -0.948  2.229  0.296
H  2.326  -1.289  1.166  0.323
H  2.206  0.239  2.002  0.314
H  -0.636  0.775  1.687  0.315
H  -0.597  1.598  0.080  0.346

Net charge: 0
Energy above the lowest of the compared OMol25 structures with the same formula, charge and spin, kJ/mol: 375.8


4.
Here is C5H8O2 as an isolated structure from the Open Molecules 2025 dataset. Energies are from ωB97M-V/def2-TZVPD.

Each line ends with the Mulliken charge.
Positions of all 15 atoms, in Å:
O  1.968  -1.003  -0.410  -0.564
C  1.072  -0.334  0.444  -0.116
C  0.636  1.029  -0.033  -0.853
C  -0.742  0.678  -0.624  0.010
C  -1.535  -0.019  0.506  -0.641
C  -0.473  -1.056  0.149  -0.281
O  -0.558  -0.656  -1.230  -0.511
H  1.497  -1.077  -1.254  0.381
H  1.570  -0.386  1.438  0.456
H  0.540  1.720  0.806  0.311
H  1.316  1.438  -0.776  0.317
H  -1.192  1.403  -1.299  0.501
H  -1.491  0.363  1.526  0.264
H  -2.581  -0.191  0.200  0.238
H  -0.027  -1.907  0.558  0.488

Net charge: 0
Energy above the lowest of the compared OMol25 structures with the same formula, charge and spin, kJ/mol: 290.9


5.
Here is a 2-piece molecular cluster, C5H8O2 overall from the Open Molecules 2025 dataset. Energies are from ωB97M-V/def2-TZVPD.

Each line ends with the Mulliken charge.
Positions of all 15 atoms, in Å:
C  1.123  -0.596  -0.536  -0.384
C  0.656  0.507  -1.117  -0.157
O  -0.641  0.939  -1.063  -0.382
C  -1.511  0.079  -0.382  -0.045
C  -1.442  0.043  1.120  -0.656
C  -0.976  -1.135  0.308  -0.060
O  0.384  -1.456  0.230  -0.375
H  2.161  -0.893  -0.609  0.464
H  1.293  1.185  -1.669  0.406
H  -2.469  0.016  -0.890  0.332
H  -0.665  0.667  1.556  0.232
H  -2.354  -0.040  1.704  0.278
H  -1.578  -2.038  0.308  0.334
H  3.235  1.652  0.473  0.241
H  2.784  1.069  0.567  -0.228

SMILES string: C1=CO[C@@H]2C[C@@H]2O1.[H][H]
Net charge: 0
Energy above the lowest of the compared OMol25 structures with the same formula, charge and spin, kJ/mol: 339.0


6.
Here is an isolated molecule of C5H8O2 from the Open Molecules 2025 dataset. Energies are from ωB97M-V/def2-TZVPD.

Each line ends with the Mulliken charge.
Positions of all 15 atoms, in Å:
C  -0.413  -0.963  0.893  -1.399
C  0.255  -0.036  -0.095  1.121
O  -0.357  1.272  0.090  -0.314
C  -1.524  1.351  0.713  0.127
O  -2.499  0.617  0.674  -0.516
C  0.708  -0.378  -1.481  -0.736
C  1.709  0.116  -0.465  -0.723
H  -0.619  -1.938  0.494  0.387
H  -1.659  -0.608  0.833  0.425
H  0.286  -1.110  1.757  0.261
H  -1.585  2.265  1.288  0.399
H  0.726  -1.434  -1.742  0.246
H  0.447  0.290  -2.295  0.239
H  2.437  -0.572  -0.042  0.254
H  2.089  1.128  -0.620  0.229

SMILES string: CC1(OC=O)CC1
Net charge: 0
Energy above the lowest of the compared OMol25 structures with the same formula, charge and spin, kJ/mol: 290.4


7.
Here is a 3-piece molecular cluster, C5H8O2 overall from the Open Molecules 2025 dataset. Energies are from ωB97M-V/def2-TZVPD.

Each line ends with the Mulliken charge.
Positions of all 15 atoms, in Å:
C  -1.915  -0.109  -0.213  -0.846
C  -0.957  0.841  0.029  -0.173
O  -0.439  0.922  1.329  -0.401
C  0.875  0.484  1.087  -0.207
C  1.087  -0.835  0.356  -0.348
C  1.118  0.323  -0.343  0.187
O  1.692  0.941  -1.397  -0.495
H  -1.015  -1.424  -0.203  0.008
H  -2.415  -0.564  0.637  0.378
H  -2.461  -0.096  -1.153  0.327
H  -0.792  1.705  -0.611  0.419
H  1.578  0.832  1.847  0.397
H  -0.179  -1.604  0.029  0.014
H  1.729  -1.680  0.565  0.418
H  2.095  0.265  -1.959  0.322

Net charge: 0
Energy above the lowest of the compared OMol25 structures with the same formula, charge and spin, kJ/mol: 658.0


8.
Here is an isolated molecule of C5H8O2 from the Open Molecules 2025 dataset. Energies are from ωB97M-V/def2-TZVPD.

Each line ends with the Mulliken charge.
Positions of all 15 atoms, in Å:
C  -2.198  0.062  -0.400  -1.276
C  -1.052  -0.086  0.579  -0.017
C  0.204  -0.696  -0.044  -0.102
O  1.530  -1.154  0.162  -0.395
C  2.253  0.038  -0.207  -0.233
O  1.371  1.230  -0.121  -0.397
C  0.296  0.629  0.589  0.078
H  -2.670  -0.923  -0.424  0.336
H  -1.852  0.404  -1.409  0.306
H  -2.876  0.813  0.034  0.345
H  -1.355  -0.320  1.570  0.428
H  0.056  -0.564  -1.089  0.206
H  2.558  0.017  -1.283  0.263
H  3.150  0.032  0.429  0.261
H  0.586  0.517  1.614  0.198

SMILES string: CC1[C@@H]2OCO[C@@H]12
Net charge: 0
Energy above the lowest of the compared OMol25 structures with the same formula, charge and spin, kJ/mol: 513.7


9.
Here is an isolated molecule of C5H8O2 from the Open Molecules 2025 dataset. Energies are from ωB97M-V/def2-TZVPD.

Each line ends with the Mulliken charge.
Positions of all 15 atoms, in Å:
O  1.542  1.362  -1.451  -0.479
C  1.249  1.307  -0.281  -0.330
C  0.520  0.149  0.385  1.147
O  1.003  0.070  1.703  -0.581
C  -1.012  0.262  0.169  -0.946
C  -0.893  -0.755  -0.984  -0.407
C  0.521  -1.122  -0.487  -0.911
H  1.493  2.134  0.420  0.358
H  0.251  0.027  2.305  0.379
H  -1.558  -0.162  1.021  0.342
H  -1.406  1.258  -0.054  0.303
H  -0.871  -0.256  -1.956  0.215
H  -1.633  -1.560  -1.000  0.332
H  0.541  -2.018  0.139  0.297
H  1.311  -1.152  -1.240  0.280

SMILES string: O=CC1(O)CCC1
Net charge: 0
Energy above the lowest of the compared OMol25 structures with the same formula, charge and spin, kJ/mol: 129.4


10.
Here is C5H8O2 as an isolated structure from the Open Molecules 2025 dataset. Energies are from ωB97M-V/def2-TZVPD.

Each line ends with the Mulliken charge.
Positions of all 15 atoms, in Å:
C  -0.327  -1.295  0.783  -1.477
C  0.141  -0.007  0.114  1.656
C  1.598  0.324  0.482  -1.528
C  -0.271  0.135  -1.308  -0.853
C  -1.877  1.088  -0.684  0.256
O  -2.651  1.985  -0.646  -0.379
O  -0.666  1.158  0.396  -0.481
H  -1.364  -1.504  0.502  0.360
H  0.297  -2.145  0.472  0.345
H  -0.266  -1.203  1.872  0.347
H  1.882  1.274  0.023  0.387
H  1.665  0.454  1.570  0.351
H  2.308  -0.458  0.183  0.357
H  0.380  0.786  -1.902  0.328
H  -0.826  -0.605  -1.832  0.331

Net charge: 0
Energy above the lowest of the compared OMol25 structures with the same formula, charge and spin, kJ/mol: 335.6


| no. | energy (eV) |
| --- | --- |
| 1 | -9406.03780 |
| 2 | -9407.47847 |
| 3 | -9405.93772 |
| 4 | -9406.81702 |
| 5 | -9406.31820 |
| 6 | -9406.82209 |
| 7 | -9403.01227 |
| 8 | -9404.50763 |
| 9 | -9408.49085 |
| 10 | -9406.35407 |